(1)
The following is a quantum chemistry calculation of a structure of composition C7H10N2O2Os in a non-equilibrium geometry, from the OMol25 dataset.

XYZ file:
```
22
Properties=species:S:1:pos:R:3:forces:R:3:lowdin_spin:R:1
O -0.55459 -1.90951 0.73168 1.04 2.14 -0.54 0.37
N 1.38574 -0.09972 1.94235 -0.98 -0.19 1.70 0.94
H -2.56095 -0.89888 0.04648 0.66 -0.26 0.13 0.00
Os 0.04883 0.17656 0.47207 2.49 -3.48 -0.60 0.56
H -2.00367 -0.07368 -1.46168 0.20 0.01 0.53 0.00
C 1.29978 1.69325 -0.81519 0.20 0.50 0.50 0.03
C 0.22102 1.03800 -1.48232 0.54 -0.32 -0.37 0.02
H 1.40339 2.77487 -0.69424 -0.01 -0.57 0.02 0.00
C 2.22986 0.69763 -0.40274 -0.49 -0.22 -0.42 0.02
C -1.92854 -0.12210 -0.36662 -1.59 0.19 -0.66 0.05
H 2.18234 -1.55249 -0.58960 -0.23 0.33 0.12 0.01
H 3.16894 0.88455 0.11796 -0.58 -0.14 0.11 0.00
C 1.71206 -0.58880 -0.76783 1.09 0.47 -1.06 0.08
O -0.94123 -3.55864 2.04886 -0.35 -1.59 1.11 0.77
H -0.62633 1.53746 -1.93090 0.14 -0.10 0.00 0.00
C -1.75735 1.03457 0.38660 -2.37 2.32 1.20 0.13
H -0.07908 -1.15777 -1.98694 0.21 0.22 0.18 0.00
H -2.10056 0.93667 1.42846 -0.21 0.47 -0.36 0.04
H -1.75512 2.04092 -0.03665 -0.22 -0.20 0.22 0.01
C 0.49938 -0.38410 -1.48946 0.16 -0.12 -1.28 0.00
N -0.76835 -2.35519 1.96795 0.05 0.32 0.11 0.90
H 0.92442 -0.11360 2.88177 0.26 0.22 -0.65 0.06
```
Positions in Å, forces in eV/Å.

Values from the calculation:
Multiplicity: 5
Relative energy (zero: lowest compared OMol25 entry of this formula, charge and spin) in kJ/mol: 63.42
Expectation value of S²: 6.022
HOMO level (alpha / beta) in eV: -6.2802 / -8.6782

***

(2)
The following is a quantum chemistry calculation of the ion C3H5N2O with charge +1 in a non-equilibrium geometry, from the OMol25 dataset.

XYZ file:
```
11
Properties=species:S:1:pos:R:3:forces:R:3:lowdin_spin:R:1
H -0.22955 0.53380 2.06621 -0.52 -0.41 0.05 0.01
H 1.10496 1.47263 1.37050 -0.44 -2.22 -0.15 0.05
C 0.29184 -0.18159 0.08019 -5.47 7.44 4.84 0.57
N 0.74864 -0.97997 -0.72907 3.53 -6.42 -3.59 0.96
C 0.61916 0.39018 1.41637 1.76 0.96 -0.20 0.11
H -1.60062 1.18494 -0.40979 0.86 0.05 0.77 0.01
N -0.95672 0.40044 -0.58165 0.67 0.07 0.11 0.09
O -1.63011 -0.84134 -2.48917 -0.76 -1.34 -2.26 0.07
C -1.27790 -0.22495 -1.62928 -0.16 0.69 1.00 0.09
H 1.63438 -1.39096 -0.95284 0.61 0.39 -0.79 0.05
H 1.29592 -0.36318 1.85853 -0.07 0.79 0.23 0.00
```
Positions in Å, forces in eV/Å.

Values from the calculation:
Multiplicity: 3
Relative energy (zero: lowest compared OMol25 entry of this formula, charge and spin) in kJ/mol: 103.66
Expectation value of S²: 2.007
Net charge: +1
HOMO level (alpha / beta) in eV: -11.0570 / -16.7927